No. 1
A gas-phase ion, C8H14BN2O3 (charge +1). Source: the Open Molecules 2025 dataset; level of theory: ωB97M-V/def2-TZVPD.

Output
ΔE to the lowest compared entry with this formula, charge and spin = 35.93 kcal/mol
spin multiplicity = 1
SMILES = CO/C=[NH+]/C=N\C(=C/B(O)O)C1CC1
LUMO energy = -4.5 eV
HOMO-LUMO gap = 8.79 eV
net charge = +1

Atoms and positions in Å:
B (0.128, 0.568, 2.205)
C (-0.164, -2.259, 0.919)
C (1.038, -0.509, 0.007)
C (1.753, 0.795, -2.166)
C (2.982, 0.635, -1.279)
C (0.219, 0.413, 0.589)
C (1.880, -0.400, -1.135)
C (-1.626, -0.523, 0.247)
C (-2.488, 0.819, -1.514)
N (0.927, -1.747, 0.475)
N (-1.436, -1.812, 0.661)
O (0.126, -0.621, 2.966)
O (-0.050, 1.858, 2.682)
O (-1.827, -0.355, -1.115)
H (0.043, -3.270, 1.308)
H (0.998, 1.503, -2.016)
H (1.864, 0.476, -3.206)
H (3.907, 0.342, -1.641)
H (3.032, 1.331, -0.467)
H (0.006, 1.406, 0.088)
H (1.831, -1.375, -1.790)
H (-2.248, 0.163, 0.822)
H (-2.404, 1.699, -0.836)
H (-3.696, 0.657, -1.418)
H (-2.433, 1.131, -2.610)
H (-2.116, -2.430, 0.745)
H (0.065, -0.403, 3.878)
H (-0.312, 1.912, 3.602)

No. 2
A molecular structure, C6H8ClN. Source: the Open Molecules 2025 dataset; level of theory: ωB97M-V/def2-TZVPD.

Output
ΔE to the lowest compared entry with this formula, charge and spin = 35.39 kcal/mol
spin multiplicity = 1
LUMO energy = 1.0 eV
HOMO-LUMO gap = 9.96 eV
net charge = 0

Atoms and positions in Å:
C (0.537, 0.840, -0.564)
C (1.556, -0.286, -0.627)
C (0.342, -1.141, -1.055)
C (-0.392, -0.310, -0.029)
C (0.316, -0.821, 1.208)
C (1.602, -0.730, 0.845)
H (1.251, 2.745, -0.110)
H (-0.146, 2.297, 0.557)
H (0.232, 1.076, -1.613)
H (2.462, -0.105, -1.181)
H (0.407, -2.252, -0.833)
H (0.119, -0.988, -2.093)
H (-0.151, -1.054, 2.124)
H (2.432, -0.947, 1.459)
N (0.790, 1.950, 0.325)
Cl (-2.112, 0.015, 0.044)

No. 3
A molecular structure, C24H23N5O2SiTi. Source: the Open Molecules 2025 dataset; level of theory: ωB97M-V/def2-TZVPD.

Output
spin multiplicity = 2
expectation value of S² = 0.753
LUMO energy (spin up / spin down) = -4.3 / -4.3 eV
HOMO-LUMO gap (spin up / spin down) = 5.96 / 6.04 eV
net charge = +1

Atoms and positions in Å:
Ti (0.435, 0.406, -0.279)
O (-5.506, 3.491, -2.195)
C (-4.960, 3.740, -1.114)
O (-5.194, 4.500, -0.168)
C (-3.659, 2.892, -0.892)
C (-3.235, 1.992, -1.860)
C (-2.077, 1.279, -1.649)
N (-1.353, 1.433, -0.518)
C (-1.763, 2.307, 0.427)
C (-2.912, 3.045, 0.268)
C (-0.877, 2.386, 1.605)
C (-1.154, 3.155, 2.724)
C (-0.280, 3.128, 3.795)
C (0.851, 2.324, 3.731)
C (1.072, 1.598, 2.581)
N (0.241, 1.639, 1.531)
C (-1.510, 0.305, -2.603)
C (-2.127, -0.052, -3.791)
C (-1.532, -1.004, -4.600)
C (-0.338, -1.587, -4.200)
C (0.227, -1.173, -3.013)
N (-0.332, -0.236, -2.238)
H (-3.848, 1.909, -2.748)
H (-3.282, 3.762, 0.991)
H (-2.052, 3.754, 2.759)
H (-0.484, 3.717, 4.679)
H (1.542, 2.258, 4.558)
H (1.928, 0.940, 2.486)
H (-3.066, 0.401, -4.072)
H (-2.001, -1.298, -5.529)
H (0.144, -2.351, -4.794)
H (1.147, -1.612, -2.645)
N (3.944, 2.678, -1.118)
C (3.904, 1.983, -2.303)
C (2.817, 1.179, -2.220)
N (2.205, 1.366, -0.991)
C (2.918, 2.286, -0.357)
H (4.628, 3.372, -0.863)
H (4.630, 2.125, -3.083)
H (2.435, 0.489, -2.950)
H (2.712, 2.682, 0.622)
C (0.411, -5.444, 0.704)
Si (1.039, -4.189, 1.927)
C (2.841, -4.446, 2.314)
C (-0.001, -4.142, 3.468)
C (0.883, -2.515, 1.113)
C (0.752, -1.418, 0.585)
H (0.470, -6.449, 1.128)
H (1.002, -5.431, -0.214)
H (-0.631, -5.250, 0.441)
H (2.993, -5.418, 2.790)
H (3.211, -3.678, 2.995)
H (3.447, -4.417, 1.407)
H (0.045, -5.102, 3.986)
H (-1.047, -3.936, 3.232)
H (0.349, -3.371, 4.158)

No. 4
11 unconnected molecules or ions with the total composition H21O11. Source: the Open Molecules 2025 dataset; level of theory: ωB97M-V/def2-TZVPD.

Output
ΔE to the lowest compared entry with this formula, charge and spin = 32.34 kcal/mol
spin multiplicity = 1
LUMO energy = 2.7 eV
HOMO-LUMO gap = 9.75 eV
net charge = -1

Atoms and positions in Å:
O (0.332, 0.161, -0.007)
H (0.088, -0.636, -0.465)
O (2.348, -0.107, 1.672)
H (1.570, -0.035, 1.063)
H (2.243, -1.030, 1.919)
O (-2.230, 0.777, -0.194)
H (-2.586, 0.490, -1.006)
H (-1.286, 0.681, -0.224)
O (1.279, 2.560, 0.920)
H (1.078, 1.660, 0.693)
H (1.769, 2.935, 0.227)
O (-1.438, 2.858, 1.647)
H (-1.632, 2.009, 1.260)
H (-0.604, 2.959, 1.265)
O (0.948, -2.662, -2.370)
H (0.046, -2.558, -2.064)
H (1.485, -1.882, -2.272)
O (2.688, -0.634, -1.237)
H (1.869, -0.239, -0.875)
H (3.441, -0.482, -0.626)
O (-0.965, 0.423, 2.973)
H (-0.405, 0.505, 2.290)
H (-0.932, -0.435, 3.335)
O (-0.883, -2.233, 1.086)
H (-1.799, -2.255, 1.417)
H (-0.600, -1.289, 0.913)
O (0.354, 1.108, -2.571)
H (-0.429, 1.687, -2.680)
H (0.485, 0.929, -1.620)
O (-1.696, -1.876, -1.543)
H (-2.208, -1.808, -0.738)
H (-2.316, -1.568, -2.196)

No. 5
2 unconnected molecules or ions with the total composition C9H16NO. Source: the Open Molecules 2025 dataset; level of theory: ωB97M-V/def2-TZVPD.

Output
ΔE to the lowest compared entry with this formula, charge and spin = 112.93 kcal/mol
spin multiplicity = 1
LUMO energy = -4.7 eV
HOMO-LUMO gap = 7.57 eV
net charge = +1

Atoms and positions in Å:
C (1.232, 2.312, -1.111)
C (2.024, -0.656, -1.154)
C (-2.527, 1.402, -0.920)
C (1.209, -2.378, 0.363)
C (0.940, 1.239, 1.963)
C (-1.935, 0.078, -0.546)
C (-1.056, 0.271, 0.622)
C (2.060, -1.200, 0.044)
C (0.166, 0.962, 0.681)
N (0.520, 1.759, -0.347)
O (2.777, 0.396, -1.586)
H (1.915, 2.739, -1.814)
H (1.220, -0.847, -1.871)
H (-3.117, 1.396, -1.813)
H (-1.660, 2.096, -1.128)
H (-3.209, 1.779, -0.223)
H (1.596, -3.357, -0.103)
H (1.242, -2.539, 1.420)
H (0.198, -2.159, -0.094)
H (0.065, 1.509, 2.661)
H (1.752, 1.998, 1.863)
H (1.125, 0.246, 2.533)
H (-1.324, -0.290, -1.466)
H (-2.766, -0.571, -0.374)
H (-1.088, -0.307, 1.561)
H (3.641, 0.410, -1.092)
H (2.918, -0.917, 0.662)

Question: What is the formula in the third record?
Answer: C24H23N5O2SiTi

Question: Among the records above, which one has the lowest net charge?
Answer: H21O11